{
  "formula": "C17H9Cl5F3FeN4O3S",
  "method": "ωB97M-V/def2-TZVPD",
  "elements": ["Fe", "Cl", "C", "C", "Cl", "C", "Cl", "C", "O", "C", "Cl", "C", "Cl", "N", "C", "C", "C", "C", "C", "C", "S", "O", "O", "N", "C", "N", "C", "C", "C", "N", "H", "H", "H", "H", "H", "H", "H", "H", "H", "F", "C", "F", "F"],
  "xyz": [[0.8876, -1.1892, -0.1465], [6.9438, -3.7029, 2.2491], [5.6120, -3.2776, 1.2619], [4.4914, -2.7642, 1.9365], [4.6138, -2.0476, 3.4997], [3.3099, -2.7246, 1.2642], [1.7906, -2.0744, 1.9680], [3.2861, -2.9584, -0.1514], [2.2473, -2.4348, -0.8243], [4.4753, -3.3952, -0.8559], [4.3300, -3.7791, -2.5370], [5.6071, -3.6052, -0.1288], [7.0197, -4.2725, -0.7323], [-5.8259, 3.6410, 1.0362], [-4.7067, 2.8665, 0.8166], [-4.6060, 1.4888, 1.0182], [-3.3303, 0.9255, 1.2266], [-2.1407, 1.7799, 1.2535], [-2.3014, 3.1468, 0.8682], [-3.4841, 3.6058, 0.4940], [-0.6008, 1.0107, 1.7036], [0.1508, 2.0681, 2.3713], [-0.8556, -0.2457, 2.3881], [0.2322, 0.5370, 0.3540], [0.1586, 0.9817, -0.9383], [0.7227, 0.1162, -1.7483], [0.7813, 0.3692, -3.1156], [0.3316, 1.6081, -3.5490], [-0.1752, 2.4853, -2.5856], [-0.2558, 2.1611, -1.2839], [-6.7100, 3.3512, 1.3475], [-5.5054, 4.5019, 1.5178], [-5.5327, 0.9381, 1.2277], [-3.2323, -0.1409, 1.4623], [-1.3876, 3.7413, 0.8044], [-3.5598, 4.6708, 0.1009], [1.1238, -0.4333, -3.6864], [0.2495, 1.7306, -4.6151], [-0.5700, 3.5078, -2.8296], [-0.3813, -4.0605, -0.0264], [-0.6181, -2.7851, -0.4595], [-1.9358, -2.5004, -0.1097], [-0.6496, -2.8420, -1.8466]],
  "forces_ev_per_angstrom": [[-0.1, -3.4, -0.1], [0.7, 0.0, 0.2], [-0.4, 0.0, -0.2], [0.6, -0.1, -0.3], [0.0, -0.3, 0.1], [-1.2, 0.3, -1.2], [1.6, -0.7, 0.2], [-1.7, 2.5, -1.4], [2.6, -1.9, 0.7], [-2.1, -0.2, 0.6], [0.2, 0.3, 0.3], [-0.3, 0.5, 2.5], [1.0, -0.5, -1.0], [1.5, 2.4, -0.2], [1.8, -0.1, -0.2], [0.2, 0.5, 0.5], [1.7, 1.3, 0.0], [-2.9, -1.7, -0.5], [3.3, -2.3, 0.4], [-3.6, 1.8, -0.1], [1.0, 0.6, -0.3], [-0.6, -0.9, -0.4], [0.0, 1.1, -0.2], [-1.5, 1.5, 0.7], [0.8, 0.4, 1.8], [0.6, -0.9, -4.3], [-1.1, 1.4, 4.6], [-0.2, -0.8, -0.3], [-0.5, 0.3, 0.7], [-1.0, 2.6, -1.6], [-0.8, -1.1, 0.4], [-0.9, -0.8, -0.7], [0.6, 0.0, -0.2], [0.1, 0.5, -0.1], [-0.4, -0.1, -0.1], [-0.2, -1.4, 0.7], [0.6, -1.0, -1.0], [0.1, 0.7, -0.1], [0.5, -1.1, 0.0], [-0.4, -0.1, -0.3], [0.8, 1.9, 0.4], [0.0, -0.5, -0.1], [-0.4, -0.7, -0.2]],
  "lowdin_charge": [0.60, 0.64, -0.72, -0.73, 0.68, -0.51, 0.78, -0.36, -0.24, -0.62, 0.69, -0.76, 0.71, 0.09, -0.32, -0.05, -0.02, -0.25, -0.11, -0.07, 0.63, -0.33, -0.35, -0.19, -0.52, 0.06, -0.02, -0.07, -0.10, 0.15, 0.07, 0.11, 0.11, 0.11, 0.11, 0.13, 0.10, 0.09, 0.12, 0.00, -0.54, -0.04, -0.04],
  "multiplicity": 5,
  "energy_ha": -5360.47829,
  "homo_energy_ev": [-4.506, -4.993],
  "s2": 6.015,
  "charge": -1,
  "orbital_gap_ev": [7.0, 7.5]
}

---

{
  "formula": "C17H9Cl5LiN5O2S2",
  "method": "ωB97M-V/def2-TZVPD",
  "elements": ["Li", "N", "C", "C", "C", "C", "C", "C", "S", "O", "O", "N", "C", "N", "C", "C", "C", "N", "H", "H", "H", "H", "H", "H", "H", "H", "H", "Cl", "C", "C", "C", "Cl", "C", "Cl", "C", "Cl", "C", "Cl", "S", "C", "N"],
  "xyz": [[0.6774, 2.0428, -1.2727], [-1.1485, -6.0188, 0.1034], [-1.1386, -4.7269, -0.4685], [-2.2148, -4.2841, -1.2315], [-2.1921, -3.0239, -1.8121], [-1.0918, -2.2029, -1.6396], [-0.0076, -2.6420, -0.8975], [-0.0322, -3.8961, -0.3104], [-1.0258, -0.6255, -2.4645], [-2.3748, -0.3397, -2.8939], [-0.0174, -0.7900, -3.4835], [-0.4638, 0.4249, -1.3977], [-1.1955, 0.7117, -0.2900], [-0.8114, 1.8402, 0.3605], [-1.4624, 2.1682, 1.4568], [-2.5103, 1.4187, 1.9694], [-2.8321, 0.2827, 1.2422], [-2.2062, -0.0831, 0.1389], [-2.0764, -6.3523, 0.3117], [-0.5547, -6.0926, 0.9147], [-3.0783, -4.9296, -1.3614], [-3.0325, -2.6496, -2.3834], [0.8504, -1.9925, -0.7790], [0.8126, -4.2355, 0.2810], [-1.1263, 3.0759, 1.9529], [-3.0362, 1.7010, 2.8699], [-3.6386, -0.3728, 1.5654], [2.8013, 4.8152, -0.5101], [2.9597, 3.4975, 0.6375], [2.3509, 2.2802, 0.3416], [2.5516, 1.3153, 1.3201], [1.8335, -0.2801, 1.0963], [3.2742, 1.5042, 2.4989], [3.4665, 0.2344, 3.6788], [3.8557, 2.7436, 2.7395], [4.7615, 3.0268, 4.1934], [3.6983, 3.7537, 1.7937], [4.4317, 5.3058, 2.0873], [0.0373, 5.5554, -4.4287], [0.3366, 4.3439, -3.3474], [0.5689, 3.4959, -2.5822]],
  "forces_ev_per_angstrom": [[0.5, 0.4, 0.2], [0.0, 0.0, -0.1], [0.0, 0.0, 0.0], [0.0, 0.0, 0.0], [0.0, 0.0, 0.1], [-0.1, -0.1, -0.1], [0.0, 0.0, 0.0], [0.0, 0.0, 0.0], [0.2, 0.0, 0.1], [0.0, 0.0, 0.0], [0.0, 0.1, 0.0], [-0.6, -0.2, 0.2], [-0.2, -0.2, 0.0], [-0.1, -0.1, -0.3], [0.2, 0.1, 0.0], [0.0, -0.1, 0.0], [0.0, 0.0, 0.0], [0.1, 0.0, -0.1], [0.0, 0.0, 0.0], [0.0, 0.0, 0.0], [0.0, 0.0, 0.0], [0.0, 0.0, 0.0], [0.0, 0.0, 0.0], [0.0, 0.0, 0.0], [0.0, 0.0, 0.0], [0.0, 0.0, 0.0], [0.0, 0.0, 0.0], [0.0, 0.0, 0.0], [0.0, -0.1, 0.0], [0.2, -0.1, 0.2], [0.0, 0.2, 0.0], [0.0, -0.1, 0.0], [0.0, -0.1, 0.0], [0.0, 0.0, 0.0], [0.0, 0.0, 0.0], [0.0, 0.0, 0.0], [0.0, 0.0, 0.0], [0.0, 0.0, 0.0], [0.0, 0.1, -0.1], [0.1, -0.2, 0.1], [-0.2, 0.1, -0.2]],
  "lowdin_charge": [0.51, 0.06, -0.34, -0.05, -0.06, -0.29, -0.07, -0.04, 0.57, -0.33, -0.33, -0.17, -0.50, 0.08, -0.15, -0.09, -0.16, 0.13, 0.07, 0.07, 0.10, 0.11, 0.07, 0.11, 0.11, 0.08, 0.10, 0.61, -0.72, -0.18, -0.71, 0.63, -0.72, 0.59, -0.73, 0.60, -0.72, 0.59, 0.29, -1.05, -0.06],
  "energy_ha": -4182.52223,
  "homo_energy_ev": -2.186,
  "charge": -2,
  "orbital_gap_ev": 6.3
}

---

{
  "formula": "C17H9ClF3N3S2",
  "method": "ωB97M-V/def2-TZVPD",
  "elements": ["N", "C", "C", "C", "C", "C", "N", "C", "S", "C", "C", "C", "N", "C", "C", "C", "H", "H", "Cl", "H", "H", "H", "C", "C", "C", "C", "S", "H", "H", "H", "H", "C", "F", "F", "F"],
  "xyz": [[-4.8359, -1.8757, -0.5978], [-3.9258, -1.2186, -0.3665], [-2.7897, -0.4355, -0.0806], [-2.7537, 0.9475, -0.2897], [-1.6015, 1.6601, -0.0245], [-0.5007, 0.9736, 0.5104], [-0.5350, -0.3409, 0.7296], [-1.6082, -1.0324, 0.4139], [-1.5287, -2.7704, 0.5428], [0.2584, -3.0279, 0.8531], [1.1473, -2.2215, -0.0361], [2.3290, -1.6824, 0.4622], [3.1272, -0.9009, -0.2387], [2.7931, -0.6220, -1.4801], [1.6785, -1.1540, -2.1182], [0.8499, -1.9721, -1.3744], [-0.0368, -2.3972, -1.8232], [1.4699, -0.9237, -3.1499], [3.8247, 0.4720, -2.3112], [2.6536, -1.8848, 1.4741], [0.3916, -4.0990, 0.6866], [0.4525, -2.8007, 1.9006], [0.7343, 1.6405, 0.8241], [1.7353, 1.1980, 1.6526], [2.8365, 2.0665, 1.6930], [2.6708, 3.1565, 0.8935], [1.1607, 3.1562, 0.0895], [3.3521, 3.9674, 0.7273], [3.7182, 1.8888, 2.2806], [1.6528, 0.2899, 2.2183], [-1.5487, 2.7212, -0.2053], [-3.9833, 1.6329, -0.8277], [-4.3274, 1.1702, -2.0395], [-3.8142, 2.9553, -0.9605], [-5.0465, 1.4632, -0.0284]],
  "forces_ev_per_angstrom": [[-0.3, -0.3, -0.1], [-0.3, -0.3, -0.1], [1.0, 0.6, 0.2], [0.1, -0.2, 0.0], [0.0, -0.3, 0.0], [-0.8, -0.1, -0.3], [0.0, 0.3, 0.3], [-0.4, 0.1, -0.1], [0.1, -0.5, 0.1], [-0.5, 0.2, 0.1], [0.5, -0.1, -0.4], [-0.4, -0.4, -0.2], [0.4, 0.3, -0.3], [-0.3, -0.3, 0.4], [0.1, 0.0, 0.1], [0.3, -0.1, 0.1], [-0.1, 0.0, 0.0], [0.0, 0.0, -0.1], [0.2, 0.3, -0.3], [-0.1, -0.1, 0.2], [-0.1, 0.0, 0.1], [0.1, -0.1, 0.0], [0.8, 0.6, 0.1], [-0.6, 0.1, -0.2], [0.2, 0.3, -0.1], [-0.2, 0.0, -0.1], [0.2, -0.4, 0.3], [0.2, 0.1, 0.0], [0.2, 0.0, 0.1], [0.0, -0.2, 0.1], [-0.1, 0.1, 0.0], [-0.5, 0.4, -0.3], [0.2, -0.2, 0.0], [0.3, 0.1, 0.1], [0.1, -0.2, 0.1]],
  "lowdin_charge": [0.21, -0.22, -0.17, -0.04, 0.05, -0.25, 0.13, -0.52, 1.02, -0.38, -0.29, -0.12, 0.07, -0.75, -0.07, -0.04, 0.11, 0.11, 0.69, 0.12, 0.09, 0.08, -0.46, -0.12, -0.17, -0.39, 1.06, 0.07, 0.11, 0.11, 0.11, -0.58, 0.16, 0.15, 0.16],
  "energy_ha": -2373.67954,
  "homo_energy_ev": -8.785,
  "smiles": "N#Cc1c(C(F)(F)F)cc(-c2cccs2)nc1SCc1ccc(Cl)nc1",
  "orbital_gap_ev": 7.9
}

---

{
  "formula": "C18H10Cl2MnN5O3S",
  "method": "ωB97M-V/def2-TZVPD",
  "elements": ["Mn", "Cl", "C", "C", "C", "N", "C", "O", "C", "C", "C", "C", "C", "N", "C", "C", "C", "Cl", "N", "C", "O", "C", "C", "C", "C", "C", "N", "H", "H", "H", "H", "H", "H", "H", "H", "H", "H", "O", "S", "N"],
  "xyz": [[-0.5906, 0.5261, -0.2924], [4.9385, -3.2497, 0.7511], [3.4425, -2.4464, 0.9533], [2.9355, -1.7176, -0.0850], [1.7240, -1.0274, 0.1049], [1.0961, -0.2351, -0.8007], [1.1466, -0.6540, -2.1580], [2.1321, -0.7868, -2.8197], [-0.2343, -1.0304, -2.6164], [-0.4703, -1.6320, -3.8309], [-1.7620, -2.0638, -4.1020], [-2.7533, -1.8760, -3.1530], [-2.4383, -1.2389, -1.9646], [-1.1981, -0.8331, -1.7028], [0.9972, -1.1720, 1.3332], [1.5496, -1.9023, 2.3979], [2.7517, -2.5272, 2.2086], [3.4162, -3.4408, 3.4899], [-0.1968, -0.5260, 1.3184], [-0.6917, -0.0031, 2.5302], [-0.8891, -0.6023, 3.5478], [-0.8260, 1.4888, 2.3987], [-1.1339, 2.2948, 3.4703], [-1.0487, 3.6696, 3.2986], [-0.6588, 4.1714, 2.0690], [-0.4041, 3.2949, 1.0280], [-0.4873, 1.9727, 1.1878], [3.4816, -1.6312, -1.0120], [0.3500, -1.7606, -4.5231], [-1.9907, -2.5455, -5.0430], [-3.7681, -2.2045, -3.3253], [-3.1892, -1.0389, -1.2117], [1.0169, -2.0135, 3.3298], [-1.4047, 1.8363, 4.4112], [-1.2676, 4.3391, 4.1194], [-0.5548, 5.2341, 1.9026], [-0.1210, 3.6496, 0.0487], [-0.2882, 3.1061, -3.3581], [-1.3819, 2.8179, -2.4582], [-1.2288, 1.7576, -1.4428]],
  "forces_ev_per_angstrom": [[0.3, -0.4, 0.3], [0.0, 0.0, 0.0], [0.0, -0.1, 0.1], [-0.1, 0.1, 0.0], [0.0, -0.2, 0.1], [-0.1, 0.0, -0.2], [0.0, 0.1, -0.1], [0.0, 0.0, 0.0], [0.1, 0.0, 0.1], [0.0, 0.0, -0.1], [0.0, 0.0, -0.1], [0.0, 0.0, 0.0], [0.0, 0.1, 0.0], [0.1, 0.1, 0.2], [0.1, -0.1, 0.0], [-0.1, 0.1, -0.1], [0.1, -0.1, 0.0], [0.0, 0.0, 0.0], [-0.2, 0.0, 0.2], [0.0, 0.0, -0.2], [0.0, 0.0, 0.1], [0.1, -0.1, -0.1], [0.0, 0.0, 0.1], [0.0, 0.0, 0.1], [0.0, 0.0, 0.0], [0.0, 0.0, 0.0], [0.0, 0.0, 0.1], [0.0, 0.0, 0.0], [0.0, 0.0, 0.0], [0.0, 0.0, 0.0], [0.0, 0.0, 0.0], [0.0, 0.0, 0.0], [0.0, 0.0, 0.0], [0.0, 0.0, 0.0], [0.0, 0.0, 0.0], [0.0, 0.0, 0.0], [0.0, 0.0, 0.0], [0.1, -0.1, 0.1], [-0.3, 0.5, -0.6], [-0.2, 0.2, 0.0]],
  "lowdin_charge": [0.80, 0.76, -0.65, -0.02, -0.17, 0.05, -0.38, 0.17, -0.17, 0.05, 0.00, -0.01, -0.07, 0.01, -0.17, -0.02, -0.65, 0.76, 0.03, -0.39, 0.16, -0.16, 0.04, 0.00, -0.01, -0.08, 0.03, 0.12, 0.14, 0.13, 0.12, 0.13, 0.12, 0.14, 0.13, 0.12, 0.11, -0.49, 0.81, -0.48],
  "multiplicity": 4,
  "energy_ha": -3660.78319,
  "homo_energy_ev": [-11.252, -12.114],
  "s2": 3.825,
  "charge": 1,
  "orbital_gap_ev": [7.0, 6.5]
}

---

{
  "formula": "C18H10Cl4NO2Pt",
  "method": "ωB97M-V/def2-TZVPD",
  "elements": ["Pt", "Cl", "C", "C", "Cl", "C", "Cl", "C", "O", "C", "O", "C", "Cl", "N", "C", "C", "C", "C", "C", "C", "C", "C", "C", "C", "C", "C", "H", "H", "H", "H", "H", "H", "H", "H", "H", "H"],
  "xyz": [[0.0121, -1.4090, -0.6756], [5.0326, -2.1845, 4.5455], [4.1020, -2.0689, 3.1307], [4.7895, -1.6625, 1.8769], [6.4349, -1.2938, 1.9732], [4.1458, -1.5681, 0.6880], [4.9163, -1.0809, -0.7535], [2.7256, -1.8198, 0.6244], [2.1103, -1.6852, -0.4273], [2.0001, -2.2817, 1.9082], [0.8466, -2.6039, 1.8299], [2.7876, -2.3512, 3.1497], [1.9491, -2.8366, 4.5437], [-2.0105, -1.4431, -0.7746], [-2.8509, -0.3159, -1.1682], [-4.1130, -0.6222, -1.6540], [-4.9740, 0.3896, -2.0339], [-4.5460, 1.7052, -1.9421], [-3.2800, 1.9924, -1.4682], [-2.3992, 0.9908, -1.0410], [-1.0328, 1.3680, -0.5996], [-0.8083, 2.6667, -0.1292], [0.4656, 3.1775, 0.0313], [1.5608, 2.4070, -0.3252], [1.3717, 1.0925, -0.7235], [0.0887, 0.5514, -0.7877], [-2.2862, -2.2391, -1.3472], [-2.2461, -1.6858, 0.1903], [-4.4234, -1.6581, -1.7337], [-5.9600, 0.1519, -2.4076], [-5.1931, 2.5109, -2.2604], [-2.9452, 3.0194, -1.4629], [-1.6593, 3.2921, 0.1034], [0.5997, 4.1874, 0.3936], [2.5618, 2.8151, -0.2762], [2.2273, 0.4923, -0.9972]],
  "forces_ev_per_angstrom": [[0.1, -0.2, -0.1], [0.0, 0.0, 0.0], [0.0, 0.0, 0.0], [0.0, 0.0, 0.0], [0.0, 0.0, 0.0], [0.0, 0.0, 0.0], [0.0, 0.0, 0.0], [0.2, -0.1, 0.0], [-0.4, 0.3, 0.1], [0.1, 0.0, -0.1], [-0.1, -0.1, -0.1], [-0.1, 0.0, 0.0], [0.0, 0.0, 0.0], [0.1, 0.1, 0.3], [0.0, 0.0, -0.1], [0.0, 0.0, 0.0], [0.0, 0.0, 0.0], [0.0, 0.0, 0.0], [0.0, 0.0, 0.0], [0.0, 0.0, 0.0], [0.0, -0.1, -0.3], [0.0, 0.0, -0.1], [0.0, 0.0, 0.0], [0.0, 0.0, 0.0], [-0.1, 0.0, 0.0], [0.2, 0.1, 0.4], [0.1, 0.0, 0.0], [-0.1, 0.0, 0.0], [0.0, 0.0, 0.0], [0.0, 0.0, 0.0], [0.0, 0.0, 0.0], [0.0, 0.0, 0.0], [0.0, 0.0, 0.0], [0.0, 0.0, 0.0], [0.0, 0.0, 0.0], [0.0, 0.0, 0.0]],
  "lowdin_charge": [1.06, 0.78, -0.67, -0.65, 0.81, -0.62, 0.80, -0.28, -0.10, -0.31, 0.10, -0.63, 0.81, -0.05, -0.23, -0.02, -0.06, -0.05, -0.01, -0.12, -0.18, -0.03, -0.06, -0.07, -0.11, -0.22, 0.11, 0.13, 0.12, 0.11, 0.12, 0.11, 0.11, 0.11, 0.11, 0.08],
  "energy_ha": -2856.96153,
  "homo_energy_ev": -11.289,
  "charge": 1,
  "orbital_gap_ev": 5.4
}

---

{
  "formula": "C18H10ClF7NO3RuTe",
  "method": "ωB97M-V/def2-TZVPD",
  "elements": ["Ru", "F", "C", "C", "C", "C", "C", "F", "C", "C", "C", "C", "C", "C", "N", "H", "H", "H", "H", "H", "H", "Cl", "C", "C", "C", "C", "O", "C", "C", "O", "C", "H", "H", "H", "H", "F", "Te", "F", "F", "F", "F", "O"],
  "xyz": [[0.1319, 0.0588, -0.1070], [4.4515, 2.7628, -1.6429], [3.1837, 2.8059, -1.2605], [2.4823, 1.6090, -1.1203], [1.1582, 1.6730, -0.7518], [0.4827, 2.8951, -0.5913], [1.2418, 4.0683, -0.6925], [0.6733, 5.2549, -0.4814], [2.5857, 4.0354, -1.0248], [-0.9506, 2.7673, -0.3736], [-1.8774, 3.8064, -0.3212], [-3.2233, 3.5055, -0.2146], [-3.6211, 2.1775, -0.1535], [-2.6509, 1.1918, -0.1725], [-1.3581, 1.4809, -0.2870], [2.9889, 0.6695, -1.3010], [3.1522, 4.9509, -1.1101], [-1.5428, 4.8283, -0.3703], [-3.9534, 4.2972, -0.1798], [-4.6607, 1.9020, -0.0992], [-2.9101, 0.1413, -0.1045], [-0.5351, -7.2556, -0.1590], [-0.6947, -5.5646, -0.0839], [-1.6632, -4.9853, 0.7665], [-1.8220, -3.6327, 0.8059], [-1.0266, -2.7539, -0.0114], [-1.2633, -1.5170, -0.0006], [-0.0134, -3.3683, -0.8524], [0.8393, -2.5582, -1.6987], [0.8557, -1.3431, -1.8075], [0.1230, -4.7529, -0.8683], [-2.2655, -5.6291, 1.3917], [-2.5579, -3.1735, 1.4506], [1.5353, -3.1424, -2.3239], [0.8579, -5.2117, -1.5146], [0.6962, 1.2985, 2.1019], [1.7877, -0.3445, 2.3399], [0.0054, -1.1729, 2.3964], [2.6973, -1.8192, 3.1230], [1.3889, 0.0258, 4.1595], [3.2283, 0.8844, 2.4855], [2.0438, -0.8653, 0.6587]],
  "forces_ev_per_angstrom": [[0.8, 1.0, -1.2], [0.2, 0.1, 0.0], [-0.8, -0.1, 0.0], [0.5, 0.1, -0.1], [-0.2, -0.3, 0.2], [0.4, 0.3, 0.0], [-0.1, -0.8, -0.1], [-0.1, 0.2, 0.0], [0.1, -0.1, 0.0], [-0.1, 0.6, 0.0], [0.1, -0.2, 0.0], [0.2, -0.2, 0.0], [0.2, -0.2, -0.1], [-0.7, 0.0, 0.0], [0.2, 0.0, 0.2], [0.0, 0.0, 0.1], [0.0, 0.0, 0.0], [0.1, 0.0, 0.0], [-0.1, 0.1, 0.0], [-0.1, 0.0, 0.1], [0.0, 0.1, 0.0], [0.0, 0.4, 0.0], [-0.4, -0.3, 0.3], [-0.1, 0.1, 0.1], [-0.2, -0.3, 0.1], [-0.1, -0.1, -0.1], [-0.3, -0.9, 0.1], [-0.3, -0.7, 0.6], [0.8, -0.1, -0.9], [-0.2, -0.2, 0.3], [0.3, 1.3, -0.5], [0.0, 0.0, 0.0], [0.0, 0.0, 0.0], [-0.1, 0.1, 0.0], [0.1, 0.0, 0.0], [0.8, -1.5, -0.5], [-0.3, 1.3, 5.4], [1.4, 0.4, -0.3], [-0.6, 1.0, -1.0], [0.4, -0.2, -1.3], [-0.9, -1.3, -0.3], [-0.9, 0.4, -1.2]],
  "lowdin_charge": [1.45, 0.11, -0.25, -0.01, -0.20, -0.12, -0.20, 0.10, 0.11, -0.18, 0.04, -0.01, -0.02, -0.09, -0.04, 0.12, 0.14, 0.12, 0.12, 0.12, 0.11, 0.83, -0.61, -0.04, 0.07, -0.30, -0.10, -0.07, -0.15, -0.01, 0.00, 0.13, 0.14, 0.15, 0.13, -0.40, 1.86, -0.41, -0.36, -0.35, -0.35, -0.60],
  "multiplicity": 5,
  "energy_ha": -2494.25568,
  "homo_energy_ev": [-11.772, -11.773],
  "s2": 6.054,
  "charge": 1,
  "orbital_gap_ev": [7.3, 4.7]
}